No. 1
101
Properties=species:S:1:pos:R:3 method="wB97M-V/def2-TZVPD" s_squared=2.010 charge=0 homo_lumo_gap_ev="6.8968 / 6.9083" multiplicity=3 energy_ev=-65710.368
C 3.032 -2.862 4.615
H 3.138 -0.729 4.352
C -1.693 3.653 -2.613
H -2.435 -2.941 -3.727
H 3.499 -0.933 -3.692
C -6.182 0.297 -5.513
P -5.001 2.931 -3.377
H -0.347 1.518 1.690
C -8.260 1.102 -4.328
H -8.670 2.126 -4.748
H -5.970 -0.545 -3.349
H -7.979 -1.376 -3.816
H 0.240 1.688 0.064
H -9.119 0.565 -3.699
C 0.981 3.235 -3.057
H -0.669 1.844 3.607
H -4.387 4.246 -3.609
H -0.263 -2.653 -4.278
H 2.078 3.636 -3.302
N -7.720 0.185 -5.445
C -1.013 -0.501 -3.663
H 2.166 -1.955 -0.224
H 4.910 -5.021 4.695
C -5.354 -0.536 -4.371
C 1.644 2.505 1.547
C 2.251 1.960 5.373
C 3.377 -1.634 3.780
C 0.133 -1.669 -3.729
C 2.654 -1.775 -3.724
H 0.880 -2.915 0.481
H -6.061 2.822 -4.344
H 5.003 -2.689 1.875
C 0.289 4.281 2.881
H 2.030 -2.697 5.041
C 0.562 1.491 1.095
N 2.447 -4.136 2.477
H 2.174 2.632 -0.600
C 2.348 -5.276 4.765
C -2.566 -0.972 -4.062
H 1.546 -1.431 2.663
H -0.701 3.816 2.840
H 2.234 -3.720 -0.321
C 1.068 3.949 1.613
H 0.107 5.362 2.921
H 4.400 -2.272 0.301
H -9.311 -1.348 -5.151
H 1.892 4.674 1.535
H 0.364 0.444 3.966
H 2.930 -5.453 5.678
C 2.674 2.474 0.363
H 0.407 4.039 5.015
C 0.163 1.493 4.216
C -3.610 1.635 -3.535
H 3.190 1.508 0.309
C -3.871 0.058 -4.006
C 2.610 -1.612 2.457
H 0.319 -2.017 -2.602
N 1.412 -1.284 -4.433
H 3.716 -2.912 5.468
H 0.955 0.467 1.118
C -2.073 2.145 -3.134
C 4.257 -2.976 1.134
H 1.713 2.273 6.278
O -2.854 -2.390 -4.462
O -5.660 1.094 -6.456
C 1.964 -2.882 0.331
H 3.244 2.415 5.438
H -0.216 1.508 5.249
H 2.243 -6.240 4.252
O -5.576 2.942 -1.905
H 0.425 4.132 0.746
H 2.381 0.873 5.428
H -5.349 -1.673 -4.725
H 3.432 3.262 0.447
H 1.925 4.487 4.266
H 4.507 -3.974 0.755
O 1.047 -4.148 2.636
H 5.196 -4.062 3.275
H 2.496 -2.109 -2.613
C 0.708 1.610 -2.768
C -0.176 4.216 -3.007
N 2.225 2.029 2.842
H 0.071 5.336 -3.240
H 1.354 -4.953 5.094
C -0.801 1.061 -3.211
H -7.617 -2.079 -5.567
H 2.950 -0.753 1.864
H 4.457 -1.597 3.604
C 1.451 2.357 4.086
H 3.132 -2.681 -4.292
H 4.505 -5.681 3.110
C 4.492 -4.765 3.713
C 2.793 -2.925 1.660
O 3.497 2.620 2.971
C -8.137 -1.208 -4.984
C 1.040 3.848 4.140
H -7.383 1.280 -3.540
H 1.456 -0.274 -4.690
O -2.455 4.458 -1.869
O 1.650 0.866 -2.185
C 3.048 -4.214 3.846

---

No. 2
130
Properties=species:S:1:pos:R:3 method="wB97M-V/def2-TZVPD" charge=0 homo_lumo_gap_ev=7.7931 multiplicity=1 energy_ev=-253693.574 smiles="C=C[C@@]1(P(O)O)C(=O)N[C@](CCCS)(CCC(=O)Nc2ccccc2)[C@@]1(Br)COCCC.O=S1(=O)OCCO1.O=S1(=O)OCCO1.O=S1(=O)OCCO1.O=S1(=O)OCCO1.O=S1(=O)OCCO1.O=S1(=O)OCCO1"
H 1.097 4.099 1.486
H -7.219 0.248 -6.079
H 2.517 5.221 1.599
C -5.541 0.175 0.242
H 6.155 5.171 -7.925
O 3.653 1.908 -8.377
C 2.456 -5.683 -4.966
O 5.049 1.301 -6.416
O 0.698 -6.834 -3.943
H -1.045 3.685 3.337
H 0.180 1.155 -1.766
S -2.439 3.015 7.940
H 2.961 4.844 -1.588
H -7.625 -0.474 -3.522
H -5.906 -0.690 -0.316
C -1.664 -5.000 7.349
S -5.780 2.002 -1.420
H 7.620 3.250 -9.114
C -2.196 3.436 5.179
H -0.424 -3.516 -0.282
H 2.042 0.019 -8.513
P 2.010 -0.371 5.776
H -0.228 -2.755 1.774
H -1.137 -5.701 7.999
O 2.769 3.380 2.528
H 3.236 -1.722 4.727
C -4.151 0.569 -0.200
O -0.151 -2.457 5.561
H -3.508 -0.292 -0.363
O -4.351 1.289 -1.429
C 2.054 1.542 5.556
C 4.052 1.807 7.086
H -0.219 4.223 4.776
C -1.145 -1.072 2.275
H -1.185 4.686 6.640
C -0.293 -2.509 -0.663
C 2.431 -0.992 -8.409
O -6.513 1.530 -2.543
O 1.878 -0.541 7.416
C -1.865 -3.662 8.027
H 1.495 3.845 -1.640
O -2.229 -1.133 1.733
O -0.827 -4.714 6.223
H 1.150 -7.110 -5.959
N 0.008 -1.767 1.676
C 6.558 3.263 -8.886
C 0.057 0.116 -1.480
S 4.816 2.070 -7.583
H 0.356 0.558 0.587
S 0.109 -3.447 6.539
H 6.963 3.979 -6.883
H -2.899 4.012 4.561
H 3.847 -0.301 -6.894
H -0.450 1.509 2.338
H -3.680 1.242 0.519
C -2.143 4.178 6.557
S 0.933 -2.069 -6.737
O -4.774 -3.022 -5.392
H 4.116 2.126 5.008
C 2.669 3.576 0.162
H 2.715 -4.938 -5.709
H -2.612 -3.058 7.505
O -6.677 -2.257 -4.033
C -0.374 -2.186 -2.004
H -2.634 2.442 5.264
C 6.230 4.115 -7.680
O 1.419 -3.897 6.834
H 2.804 3.884 4.471
H 2.183 2.601 0.087
O -7.016 -4.038 -5.684
C -0.869 3.428 4.392
H -2.146 -3.759 9.072
O -0.598 -3.005 7.909
H 5.000 1.287 7.209
C -7.373 -0.745 -5.665
Br 2.140 0.775 2.897
O 0.986 2.444 7.622
H -2.978 4.876 6.576
H -0.644 0.687 5.965
O 3.464 -0.970 5.288
H -8.426 -1.019 -5.757
C 0.925 1.955 6.523
H 3.243 -6.441 -4.917
H -0.579 -2.964 -2.724
H -5.951 -0.333 -4.090
H 1.496 5.277 -0.637
H 3.550 2.243 7.946
O 1.021 -3.452 -6.415
C -0.217 -0.887 -2.381
O -6.595 -1.712 -6.382
H -0.306 -0.607 -3.427
O 0.346 -5.089 -2.247
O 2.333 -5.081 -3.673
H -1.915 1.607 3.257
O 4.966 3.620 -7.217
C 2.194 4.176 1.498
C -0.964 -0.271 3.545
C -0.119 2.038 4.379
O 6.104 1.949 -8.528
C -0.052 -1.514 0.243
H 3.755 3.496 0.195
H -3.301 2.117 7.417
O -5.613 3.384 -1.164
C 3.209 -1.157 -7.122
O -6.361 1.306 -0.098
C 1.105 -6.313 -5.221
H 6.000 3.587 -9.768
O 2.109 -6.808 -1.938
N -0.267 1.610 5.785
O -0.227 -1.309 -6.455
S -6.187 -2.923 -5.408
C 2.128 4.461 -0.997
H -0.102 -0.670 4.079
C 2.065 3.485 3.767
C 1.447 2.119 4.256
H 3.817 -2.066 -7.140
C 0.139 -0.209 -0.148
O 1.318 -1.894 -8.281
H 2.631 -1.085 7.698
C -6.898 -0.851 -4.233
H 3.022 -1.244 -9.286
H -2.600 -5.444 7.022
C 3.486 1.867 5.864
H 1.309 4.253 3.602
H -1.835 -0.462 4.180
H 0.374 -5.569 -5.535
S 1.340 -5.954 -2.769
O 2.200 -1.315 -6.113
H -5.597 -0.032 1.307
C -0.884 1.245 3.306